Record 1
Below is a structure of composition C15H12BrFeIN2O3, with properties calculated with ωB97M-V/def2-TZVPD.

CARTESIAN COORDINATES (ANGSTROEM)
Fe: 0.19316 -1.87452 -0.58292
O: -4.70392 4.28066 0.96525
C: -4.63333 3.10165 0.34264
O: -5.58291 2.65254 -0.23148
C: -3.33552 2.34051 0.39124
C: -2.12032 2.88372 0.80121
C: -0.96290 2.13475 0.77167
C: -0.97346 0.80982 0.30967
C: -2.20813 0.26855 -0.08417
C: -3.35993 1.01954 -0.04838
N: 0.16410 0.00437 0.20761
C: 1.30648 0.36442 0.69057
C: 2.42870 -0.52034 0.62645
C: 3.68658 -0.16959 1.12074
C: 4.72670 -1.07147 1.02636
C: 4.49444 -2.31036 0.44459
C: 3.21986 -2.59308 -0.02126
N: 2.21875 -1.72913 0.06518
H: -3.90697 4.52002 1.44354
H: -2.04458 3.91089 1.13580
H: -0.04359 2.60170 1.09677
H: -2.25628 -0.76332 -0.40297
H: -4.30660 0.60200 -0.36186
H: 1.42199 1.32569 1.17557
H: 3.81968 0.80529 1.57118
H: 5.71056 -0.82365 1.40057
H: 5.27696 -3.04903 0.35194
H: 2.99994 -3.55264 -0.47247
Br: -0.90656 -2.87619 1.14836
O: 0.44844 -4.47386 -1.96277
C: 0.34977 -3.48440 -1.44134
I: 1.43597 -0.71745 -3.18144
C: -0.50334 -1.24951 -2.57970
H: -0.93025 -2.00217 -3.23197
H: -1.12350 -0.36540 -2.48419

Expectation value of S² ... 1.035
Charge ... +1
Gap between HOMO and LUMO (alpha / beta) ... 7.1136 / 6.6784 eV
Highest occupied orbital energy (alpha / beta) ... -12.401 / -12.382 eV
F_max ... 3.0 eV Å⁻¹
E_LUMO (alpha / beta) ... -5.29 / -5.70 eV
Multiplicity ... 2

***

Record 2
Below is a structure of composition C24H53AlBrN, with properties calculated with ωB97M-V/def2-TZVPD.

CARTESIAN COORDINATES (ANGSTROEM)
C: -1.73840 -0.57688 4.25378
C: -0.50269 -1.14618 3.54823
C: 0.38458 -0.04786 2.93750
C: -0.03122 0.29724 1.50900
C: 0.62739 1.54834 0.93202
C: -0.06888 2.03819 -0.35058
C: -0.99654 3.22424 -0.09504
C: -2.20936 2.85716 0.77306
C: -3.43163 3.75966 0.54096
C: -4.49206 3.59737 1.65309
C: -5.70011 2.72634 1.26642
C: -5.66959 1.30625 1.88083
C: -6.02171 0.18514 0.88994
C: -4.79762 -0.58208 0.37401
C: -5.02266 -1.30119 -0.97062
Al: -3.71978 -0.68534 -2.36215
Br: -4.68767 -0.86505 -4.55353
H: -2.36064 -0.03416 3.52882
H: -1.46618 0.12639 5.04762
H: -2.35964 -1.38016 4.66332
H: 0.06526 -1.80669 4.21298
H: -0.86195 -1.77780 2.72098
H: 1.44148 -0.35246 2.96316
H: 0.31635 0.86344 3.54917
H: 0.14672 -0.55952 0.84066
H: -1.12221 0.45853 1.51556
H: 1.69324 1.35474 0.73662
H: 0.59509 2.35337 1.67988
H: 0.66355 2.30452 -1.12246
H: -0.67292 1.21153 -0.75374
H: -1.33349 3.64981 -1.04916
H: -0.43266 4.00791 0.43411
H: -2.51540 1.82597 0.54058
H: -1.91506 2.91908 1.83003
H: -3.09002 4.80158 0.49619
H: -3.85110 3.46480 -0.42859
H: -4.83405 4.59386 1.96154
H: -4.00395 3.16749 2.53897
H: -5.72562 2.61574 0.17415
H: -6.63336 3.23240 1.54142
H: -4.65225 1.12486 2.26326
H: -6.34254 1.24933 2.74530
H: -6.70452 -0.52622 1.37821
H: -6.58250 0.58638 0.03466
H: -4.47644 -1.30284 1.14031
H: -3.97674 0.15340 0.28924
H: -4.97078 -2.39149 -0.84615
H: -6.02595 -1.07986 -1.36295
H: -2.35090 -1.57840 -2.37801
H: -3.36751 0.87556 -2.11824
C: 1.21833 -2.55610 -1.59458
C: 2.50013 -3.26635 -2.02366
C: 3.71797 -2.97606 -1.15351
N: 4.54808 -1.75925 -1.53294
C: 5.34890 -2.07476 -2.77140
C: 6.35379 -0.99059 -3.11825
C: 7.29779 -0.71386 -1.95131
C: 6.51549 -0.41357 -0.67576
C: 5.49127 -1.49560 -0.38250
C: 3.66988 -0.57192 -1.75835
H: 1.19540 -1.50120 -1.85922
H: 0.35335 -3.00635 -2.07906
H: 1.07002 -2.63732 -0.51588
H: 2.71530 -3.07658 -3.07789
H: 2.33073 -4.34220 -1.94990
H: 4.42113 -3.80859 -1.18591
H: 3.41655 -2.82947 -0.11541
H: 5.86146 -3.01645 -2.56997
H: 4.63611 -2.23147 -3.57848
H: 6.91782 -1.32869 -3.98833
H: 5.84279 -0.07600 -3.42717
H: 7.95793 0.11917 -2.19115
H: 7.93816 -1.58649 -1.78861
H: 6.03555 0.56482 -0.74148
H: 7.18975 -0.35739 0.17972
H: 4.86882 -1.23928 0.47438
H: 5.98848 -2.44620 -0.18089
H: 3.02963 -0.44366 -0.88890
H: 3.07344 -0.73767 -2.65030
H: 4.28062 0.31261 -1.89772

Energy relative to the best compared isomer or geometry (same formula, charge and spin) ... 0.0 kcal per mole
Gap between HOMO and LUMO ... 5.8060 eV
Highest occupied orbital energy ... -6.624 eV
F_max ... 0.6 eV Å⁻¹
E_LUMO ... -0.82 eV